Below is 5 unconnected molecules or ions with the total composition C39H78ClF7N3O22P6S in a non-equilibrium geometry, with properties calculated with wB97M-V/def2-TZVPD.

spin multiplicity: 1
net charge: +1
LUMO level: -3.79 eV
HOMO energy: -9.5 eV
energy: -6957.2370 Eh
orbital gap: 5.71 eV

Geometry (Å):
C  7.246  -1.043  3.985
C  7.144  -1.254  2.328
C  5.913  -0.310  1.831
C  5.093  -0.811  0.478
C  5.839  -1.935  -0.426
C  3.460  -0.916  0.640
P  2.973  0.975  0.843
O  3.383  1.942  -0.497
O  3.338  1.594  2.395
C  2.943  -1.590  2.042
N  2.310  -2.962  2.013
C  3.400  -3.906  1.483
N  4.798  -3.729  1.841
C  2.030  -3.453  3.408
F  3.237  -4.123  4.074
F  1.242  -4.753  3.446
C  1.554  -2.595  4.647
F  0.177  -2.093  4.802
F  1.520  -3.632  5.778
C  2.474  -1.444  5.342
F  1.981  -1.368  6.774
F  2.213  -0.046  4.830
F  3.917  -1.684  5.450
C  1.112  -3.002  1.014
C  -0.313  -2.533  1.758
C  -1.307  -3.576  2.432
O  -2.681  -2.958  2.492
C  -3.435  -3.862  3.386
C  -3.508  -3.172  4.907
C  0.803  -4.457  0.354
C  1.471  -4.901  -1.071
O  0.967  -4.652  -2.307
Cl  3.004  -6.013  -1.197
C  1.236  -1.766  -0.129
C  0.112  -1.815  -1.300
C  -0.931  -0.505  -1.353
C  -0.627  1.026  -0.910
C  -1.711  2.255  -0.949
C  -3.281  1.993  -1.442
C  -3.619  0.448  -1.920
C  -2.493  -0.789  -1.887
C  -3.046  -2.250  -2.400
N  2.650  -1.380  -0.512
P  2.921  -0.894  -2.125
O  2.843  -2.397  -3.096
O  1.769  0.268  -2.848
S  4.504  -0.109  -2.835
H  6.541  -1.856  4.500
H  8.347  -1.064  4.380
H  6.790  0.005  4.295
H  7.042  -2.397  2.167
H  8.168  -0.817  1.910
H  6.441  0.757  1.672
H  5.238  -0.120  2.768
H  5.240  0.177  -0.190
H  6.490  -2.732  0.101
H  6.529  -1.441  -1.267
H  5.016  -2.541  -1.043
H  4.186  2.538  -0.318
H  2.481  2.038  2.731
H  2.069  -0.875  2.436
H  3.716  -1.607  2.912
H  3.128  -5.052  1.696
H  3.440  -3.684  0.308
H  5.489  -4.252  1.297
H  5.104  -3.234  2.665
H  0.039  -1.601  2.416
H  -1.054  -1.950  1.017
H  -1.488  -4.601  1.901
H  -1.122  -3.867  3.575
H  -4.563  -3.875  3.010
H  -3.033  -4.963  3.413
H  -4.600  -3.261  5.340
H  -3.162  -2.052  4.899
H  -2.788  -3.789  5.623
H  -0.358  -4.519  0.065
H  0.972  -5.391  1.050
H  0.850  -0.812  0.489
H  -0.682  -2.662  -1.001
H  0.411  -2.107  -2.375
H  0.459  1.288  -0.533
H  -1.439  3.354  -0.606
H  -4.086  2.857  -1.449
H  -4.716  0.229  -2.261
H  -2.821  -2.429  -3.537
H  -2.688  -3.147  -1.701
H  -4.231  -2.228  -2.275
H  2.746  -2.122  -4.075
H  1.446  -0.086  -3.728
C  -0.235  7.720  1.731
O  -1.292  7.254  2.545
P  -2.278  6.155  1.896
O  -2.115  5.947  0.423
O  -3.738  6.665  2.343
C  -4.179  7.885  1.786
O  -2.037  4.844  2.800
C  -2.221  4.947  4.197
H  -0.634  8.375  0.952
H  0.460  8.291  2.351
H  0.304  6.883  1.276
H  -4.006  7.906  0.707
H  -3.655  8.717  2.263
H  -5.252  7.988  1.973
H  -3.212  5.341  4.432
H  -1.451  5.589  4.633
H  -2.134  3.949  4.635
C  -3.014  0.802  -8.371
O  -2.025  1.655  -7.831
P  -2.024  1.842  -6.229
O  -3.227  1.296  -5.525
O  -1.801  3.426  -6.046
C  -2.849  4.265  -6.482
O  -0.618  1.203  -5.771
C  0.569  1.701  -6.354
H  -3.990  1.292  -8.315
H  -2.776  0.607  -9.419
H  -3.042  -0.151  -7.833
H  -3.815  3.902  -6.124
H  -2.852  4.311  -7.575
H  -2.681  5.271  -6.087
H  0.636  2.784  -6.235
H  0.608  1.438  -7.414
H  1.424  1.245  -5.847
C  -8.512  -6.844  6.605
O  -8.544  -5.645  7.354
P  -7.303  -4.634  7.157
O  -6.139  -5.196  6.404
O  -6.968  -4.171  8.662
C  -6.460  -5.162  9.530
O  -7.976  -3.328  6.496
C  -9.050  -2.709  7.174
H  -7.755  -7.515  7.021
H  -9.489  -7.328  6.675
H  -8.294  -6.640  5.553
H  -5.664  -5.733  9.046
H  -7.268  -5.835  9.832
H  -6.055  -4.675  10.421
H  -8.773  -2.462  8.201
H  -9.926  -3.362  7.171
H  -9.303  -1.781  6.653
C  2.512  3.911  -10.361
O  3.501  4.764  -9.821
P  3.502  4.951  -8.219
O  2.299  4.406  -7.515
O  3.724  6.535  -8.036
C  2.676  7.375  -8.472
O  4.907  4.312  -7.761
C  6.094  4.810  -8.344
H  1.536  4.401  -10.305
H  2.750  3.716  -11.409
H  2.484  2.958  -9.822
H  1.710  7.011  -8.114
H  2.673  7.420  -9.565
H  2.845  8.380  -8.077
H  6.162  5.894  -8.225
H  6.134  4.547  -9.404
H  6.950  4.354  -7.837

***

Below is 13 unconnected molecules or ions with the total composition C39H78O39 in a non-equilibrium geometry, with properties calculated with wB97M-V/def2-TZVPD.

spin multiplicity: 1
LUMO level: 0.53 eV
HOMO energy: -10.2 eV
energy: -4467.1966 Eh
orbital gap: 10.73 eV
ΔE to the lowest compared entry with this formula, charge and spin: 52.1 kcal per mole

Geometry (Å):
C  1.790  4.906  -6.019
O  0.393  4.632  -6.235
C  -0.114  3.681  -5.455
O  0.353  3.235  -4.412
O  -1.304  3.362  -5.917
C  -2.117  2.602  -5.071
H  2.191  5.427  -6.901
H  2.354  3.971  -5.816
H  1.883  5.523  -5.102
H  -2.108  1.531  -5.274
H  -3.134  2.914  -5.199
H  -1.793  2.806  -4.065
C  4.671  -4.348  2.462
O  3.210  -4.066  2.615
C  2.519  -4.704  3.541
O  2.957  -5.459  4.383
O  1.217  -4.583  3.283
C  0.299  -4.972  4.246
H  4.970  -5.412  2.695
H  5.281  -3.656  3.012
H  4.767  -4.233  1.403
H  -0.121  -5.917  4.026
H  -0.398  -4.144  4.329
H  0.686  -5.064  5.245
C  7.218  -0.158  -4.261
O  5.792  -0.227  -3.726
C  4.944  0.748  -4.032
O  5.178  1.615  -4.826
O  3.805  0.506  -3.355
C  2.633  1.200  -3.803
H  7.310  0.741  -4.893
H  7.368  -1.029  -4.877
H  7.923  -0.181  -3.412
H  2.688  2.193  -3.407
H  1.789  0.748  -3.262
H  2.548  1.110  -4.875
C  0.487  0.578  6.428
O  0.697  -0.826  6.278
C  1.503  -1.392  5.389
O  1.754  -2.541  5.400
O  2.002  -0.506  4.543
C  2.921  -0.949  3.549
H  1.402  1.086  6.199
H  0.169  0.852  7.460
H  -0.289  0.921  5.678
H  2.446  -1.055  2.597
H  3.360  -1.877  3.856
H  3.657  -0.104  3.541
C  3.001  6.125  -2.012
O  1.698  6.089  -2.513
C  0.712  5.749  -1.711
O  0.826  5.286  -0.610
O  -0.486  5.998  -2.249
C  -1.608  5.480  -1.489
H  3.378  5.123  -1.765
H  2.980  6.699  -1.061
H  3.540  6.614  -2.824
H  -1.444  4.453  -1.325
H  -2.410  5.605  -2.219
H  -1.729  6.055  -0.561
C  -0.732  -0.865  -7.509
O  -0.361  -1.575  -6.284
C  -1.284  -1.617  -5.355
O  -2.383  -1.082  -5.551
O  -0.912  -2.298  -4.319
C  -1.800  -2.256  -3.134
H  -1.594  -1.250  -8.087
H  0.174  -0.823  -8.131
H  -0.944  0.162  -7.197
H  -2.700  -2.801  -3.312
H  -1.990  -1.242  -2.807
H  -1.228  -2.758  -2.366
C  -1.939  -4.755  -0.134
O  -3.107  -3.871  -0.357
C  -3.157  -2.780  0.393
O  -2.306  -2.412  1.193
O  -4.304  -2.183  0.226
C  -4.476  -0.913  0.803
H  -1.123  -4.198  -0.563
H  -2.272  -5.630  -0.638
H  -1.826  -4.863  0.903
H  -5.559  -0.802  0.766
H  -3.978  -0.087  0.268
H  -4.297  -0.851  1.864
C  -4.221  2.861  0.210
O  -5.085  1.894  -0.541
C  -4.553  1.642  -1.718
O  -3.633  2.192  -2.238
O  -5.342  0.724  -2.344
C  -4.963  0.487  -3.748
H  -4.835  2.977  1.093
H  -4.046  3.794  -0.324
H  -3.320  2.332  0.429
H  -4.780  1.438  -4.250
H  -5.778  -0.154  -4.215
H  -4.002  0.014  -3.870
C  3.997  -6.541  -0.881
O  3.098  -5.433  -1.233
C  3.669  -4.297  -1.659
O  4.789  -3.958  -1.370
O  2.767  -3.678  -2.347
C  3.058  -2.389  -2.919
H  5.034  -6.281  -1.102
H  3.672  -7.382  -1.476
H  3.947  -6.681  0.206
H  2.049  -2.080  -3.196
H  3.685  -2.406  -3.806
H  3.484  -1.775  -2.143
C  -3.710  -3.623  3.950
O  -2.810  -3.913  5.049
C  -2.672  -2.887  5.895
O  -3.016  -1.771  5.649
O  -2.139  -3.382  6.991
C  -1.892  -2.324  8.010
H  -3.763  -4.525  3.425
H  -3.259  -2.831  3.370
H  -4.662  -3.333  4.339
H  -1.446  -2.896  8.799
H  -2.881  -1.982  8.320
H  -1.259  -1.503  7.699
C  -2.790  4.304  4.408
O  -1.856  3.198  4.160
C  -2.283  2.078  3.604
O  -3.398  1.921  3.135
O  -1.439  1.080  3.700
C  -1.744  -0.136  2.925
H  -2.591  4.523  5.432
H  -3.761  3.907  4.173
H  -2.614  5.117  3.749
H  -2.098  0.028  1.921
H  -2.534  -0.646  3.449
H  -0.836  -0.724  2.937
C  -0.450  6.185  2.169
O  -1.063  5.056  1.616
C  -0.353  3.942  1.538
O  -0.768  2.991  0.915
O  0.771  3.904  2.229
C  1.547  2.693  2.126
H  0.282  5.821  3.022
H  -1.178  6.827  2.581
H  0.232  6.600  1.380
H  1.171  1.997  2.860
H  2.513  3.000  2.378
H  1.436  2.290  1.132
C  -0.355  0.633  -1.249
O  -0.044  -0.776  -1.390
C  0.589  -1.298  -0.364
O  1.285  -0.701  0.413
O  0.556  -2.597  -0.538
C  1.281  -3.236  0.512
H  -0.719  0.841  -0.231
H  -1.034  0.821  -2.074
H  0.582  1.180  -1.465
H  2.240  -2.721  0.654
H  1.477  -4.292  0.376
H  0.640  -3.151  1.464

***

Below is 8 unconnected molecules or ions with the total composition C39H80FN2O12PS in a non-equilibrium geometry, with properties calculated with wB97M-V/def2-TZVPD.

spin multiplicity: 1
LUMO level: -2.38 eV
HOMO energy: -8.7 eV
energy: -3385.2265 Eh
orbital gap: 6.30 eV

Geometry (Å):
C  3.269  -0.154  3.673
C  1.756  0.237  3.178
N  1.501  0.072  1.696
C  1.249  -1.385  1.377
C  -0.342  -1.886  1.494
C  -1.509  -0.802  1.884
C  -2.383  -1.172  3.221
C  -1.530  -1.218  4.621
C  -2.449  -1.257  5.986
C  -1.430  -1.737  7.214
O  -1.884  -3.077  7.618
C  -0.884  -4.116  7.325
C  -0.641  -3.487  1.162
N  -2.041  -4.081  1.182
C  0.579  -4.556  0.755
C  2.115  -3.991  0.661
C  2.483  -2.386  0.951
C  4.058  -1.968  0.774
O  4.534  -0.697  0.761
C  5.229  -3.138  0.534
P  7.118  -2.777  0.511
O  7.839  -3.161  -1.067
O  7.542  -1.125  0.864
S  8.128  -3.890  1.800
C  4.843  -4.585  0.287
F  5.937  -5.600  0.054
C  3.283  -5.085  0.222
O  3.034  -6.323  -0.215
H  4.120  0.428  3.099
H  3.326  0.051  4.830
H  3.391  -1.334  3.552
H  1.021  -0.529  3.725
H  1.488  1.336  3.486
H  2.241  0.502  1.101
H  -2.282  -0.804  0.974
H  -1.121  0.299  1.993
H  -3.184  -0.295  3.345
H  -2.994  -2.169  3.155
H  -0.762  -2.102  4.539
H  -0.914  -0.197  4.674
H  -2.745  -0.135  6.243
H  -3.412  -1.917  5.912
H  -1.406  -0.944  8.089
H  -0.321  -1.761  6.776
H  -1.015  -4.638  6.283
H  0.231  -3.773  7.414
H  -1.031  -4.963  8.154
H  -2.776  -3.356  1.340
H  -2.207  -4.407  0.183
H  0.358  -5.683  0.533
H  7.421  -2.575  -1.765
H  7.134  -0.513  0.160
C  -4.463  0.927  -2.737
C  -4.286  0.536  -1.278
C  -3.740  1.693  -0.457
O  -3.389  -0.569  -1.191
H  -3.505  1.212  -3.185
H  -4.845  0.081  -3.318
H  -5.160  1.765  -2.838
H  -5.247  0.211  -0.864
H  -2.756  2.005  -0.824
H  -3.606  1.393  0.588
H  -4.415  2.553  -0.490
H  -2.533  -0.290  -1.557
C  2.504  -0.156  8.897
C  1.539  1.004  8.716
C  1.988  2.227  9.501
O  0.241  0.612  9.156
H  2.563  -0.457  9.950
H  2.162  -1.033  8.337
H  3.509  0.109  8.553
H  1.462  1.257  7.653
H  2.029  2.011  10.574
H  1.278  3.050  9.371
H  2.978  2.563  9.175
H  0.300  0.386  10.099
C  -8.369  4.574  -4.380
C  -7.354  3.581  -4.925
C  -7.935  2.769  -6.072
O  -6.947  2.700  -3.881
H  -9.252  4.057  -3.988
H  -7.941  5.143  -3.547
H  -8.690  5.276  -5.155
H  -6.463  4.117  -5.268
H  -8.803  2.188  -5.740
H  -7.198  2.050  -6.446
H  -8.243  3.417  -6.898
H  -7.733  2.220  -3.570
C  10.819  -4.508  -4.640
C  10.260  -3.154  -4.234
C  10.800  -2.714  -2.882
O  8.838  -3.229  -4.172
H  10.536  -5.282  -3.917
H  10.412  -4.817  -5.609
H  11.911  -4.479  -4.712
H  10.516  -2.407  -4.993
H  10.516  -3.425  -2.097
H  10.379  -1.744  -2.597
H  11.891  -2.631  -2.901
H  8.601  -3.890  -3.500
C  -7.549  4.149  -10.535
C  -8.645  4.923  -9.821
C  -9.233  6.004  -10.714
O  -8.110  5.523  -8.644
H  -6.724  4.811  -10.820
H  -7.127  3.383  -9.876
H  -7.933  3.662  -11.437
H  -9.437  4.234  -9.507
H  -8.467  6.731  -11.005
H  -10.012  6.561  -10.183
H  -9.668  5.572  -11.622
H  -7.406  6.136  -8.914
C  -3.630  1.954  -12.478
C  -3.844  3.457  -12.554
C  -2.549  4.185  -12.879
O  -4.349  3.926  -11.307
H  -2.915  1.699  -11.688
H  -4.568  1.444  -12.232
H  -3.256  1.559  -13.428
H  -4.595  3.684  -13.319
H  -1.795  4.009  -12.102
H  -2.715  5.267  -12.918
H  -2.142  3.858  -13.840
H  -3.689  3.729  -10.622
C  6.299  -1.863  10.916
C  5.739  -0.509  11.322
C  6.279  -0.069  12.674
O  4.318  -0.584  11.384
H  6.016  -2.636  11.639
H  5.892  -2.172  9.947
H  7.391  -1.833  10.844
H  5.995  0.238  10.563
H  5.996  -0.779  13.459
H  5.859  0.901  12.959
H  7.371  0.014  12.655
H  4.081  -1.245  12.056